ORCA calculation (the ωB97M-V functional and the def2-TZVPD basis) on a structure of composition C25H29N3O5PRuS in a non-equilibrium geometry.

The orbital gap (alpha / beta) is 0.3244 / 0.2857 Eh. The value obtained for the HOMO energy (alpha / beta) is -0.4034 / -0.4268 Eh. Its molar mass is 615.634 g/mol. The value obtained for the LUMO energy (alpha / beta) is -2.2 / -3.8 eV. The spin multiplicity is 5. As for the total charge: +1. Its energy above the lowest of the compared OMol25 structures with the same formula, charge and spin is 63.12 kJ/mol.

Atoms and positions in Å:
Ru (1.183, -0.013, -0.341)
C (4.189, -0.857, -0.827)
C (3.720, 0.188, -1.875)
N (2.391, -0.103, -2.394)
C (2.309, -1.260, -3.278)
C (1.006, -2.039, -3.042)
N (0.701, -2.192, -1.616)
C (1.397, -3.272, -0.913)
C (2.871, -2.951, -0.597)
N (3.078, -1.565, -0.181)
H (4.871, -1.577, -1.295)
H (4.750, -0.312, -0.067)
H (3.671, 1.170, -1.392)
H (4.459, 0.238, -2.686)
H (2.009, 0.734, -2.837)
H (2.352, -0.961, -4.332)
H (3.166, -1.902, -3.085)
H (0.182, -1.479, -3.491)
H (1.081, -3.016, -3.539)
H (-0.301, -2.357, -1.525)
H (0.865, -3.433, 0.029)
H (1.371, -4.209, -1.490)
H (3.193, -3.655, 0.181)
H (3.479, -3.155, -1.481)
H (3.158, -1.490, 0.832)
O (0.994, 2.126, -1.185)
C (0.422, 2.638, -0.231)
C (-1.029, 2.978, -0.344)
C (-1.467, 4.255, -0.652)
C (-2.819, 4.477, -0.861)
C (-3.722, 3.432, -0.757)
C (-3.291, 2.158, -0.426)
C (-1.936, 1.918, -0.210)
P (-1.248, 0.274, 0.196)
C (-0.663, 0.403, 1.927)
C (0.050, -0.717, 2.376)
C (0.594, -0.734, 3.645)
C (0.451, 0.375, 4.465)
C (-0.266, 1.479, 4.034)
C (-0.828, 1.499, 2.767)
C (-2.769, -0.709, 0.383)
C (-3.345, -0.935, 1.629)
C (-4.569, -1.576, 1.708)
C (-5.218, -1.987, 0.555)
C (-4.636, -1.780, -0.686)
C (-3.408, -1.152, -0.774)
H (-0.756, 5.061, -0.742)
H (-3.169, 5.465, -1.115)
H (-4.769, 3.609, -0.946)
H (-4.005, 1.352, -0.352)
H (0.153, -1.583, 1.717)
H (1.131, -1.601, 3.997)
H (0.911, 0.381, 5.440)
H (-0.381, 2.331, 4.688)
H (-1.381, 2.368, 2.435)
H (-2.848, -0.594, 2.526)
H (-5.026, -1.737, 2.672)
H (-6.184, -2.463, 0.621)
H (-5.145, -2.094, -1.585)
H (-2.946, -0.965, -1.737)
O (2.890, 2.952, 2.432)
S (2.544, 2.281, 1.237)
O (0.963, 2.898, 0.922)
O (2.276, 0.849, 1.430)
O (3.292, 2.536, 0.047)